73
Properties=species:S:1:pos:R:3:lowdin_charge:R:1 method="wB97M-V/def2-TZVPD" orbital_gap_ev=8.7 lumo_ev=0.5 relative_energy_ev=0.0000
C 7.59 -0.34 0.97 -0.075
C 6.83 0.76 0.25 -0.287
O 5.70 1.10 1.02 -0.150
C 4.80 1.98 0.37 -0.190
C 3.40 1.60 0.83 -0.170
O 2.48 2.38 0.09 -0.094
C 1.16 2.00 0.34 -0.218
O 0.38 3.13 -0.01 0.058
C -0.94 2.86 -0.24 -0.547
O -1.35 2.41 -1.26 0.194
O -1.70 3.16 0.84 0.020
C -2.17 2.05 1.63 -0.160
C -3.22 1.22 0.92 -0.165
C -3.80 0.13 1.82 -0.164
C -2.80 -0.94 2.27 -0.146
N -1.99 -1.46 1.19 -0.117
C -2.43 -2.35 0.25 -0.094
C -1.43 -2.57 -0.66 -0.086
C -0.32 -1.77 -0.26 -0.094
C -0.70 -1.10 0.88 -0.122
H 8.46 -0.65 0.40 0.075
H 6.93 -1.20 1.12 0.077
H 7.90 0.00 1.96 0.076
H 7.48 1.63 0.12 0.121
H 6.53 0.43 -0.75 0.120
H 5.01 3.01 0.65 0.136
H 4.88 1.89 -0.72 0.115
H 3.25 0.53 0.66 0.137
H 3.31 1.80 1.90 0.135
H 1.03 1.77 1.41 0.133
H 0.87 1.15 -0.29 0.142
H -2.58 2.50 2.53 0.136
H -1.31 1.44 1.94 0.102
H -4.03 1.89 0.63 0.128
H -2.82 0.79 0.00 0.113
H -4.59 -0.39 1.27 0.112
H -4.24 0.58 2.72 0.117
H -3.37 -1.78 2.68 0.099
H -2.13 -0.59 3.06 0.124
H -3.42 -2.78 0.28 0.113
H -1.47 -3.22 -1.52 0.092
H 0.65 -1.69 -0.73 0.090
H -0.15 -0.42 1.51 0.100
C -8.59 -5.28 1.71 -0.070
C -8.08 -4.30 2.75 -0.243
O -6.85 -4.73 3.38 -0.262
S -5.51 -4.56 2.55 0.560
C -4.38 -4.81 3.87 -0.118
O -5.43 -3.20 2.10 -0.293
O -5.38 -5.62 1.60 -0.265
H -7.93 -5.32 0.85 0.073
H -9.58 -4.97 1.38 0.083
H -8.66 -6.28 2.14 0.086
H -7.93 -3.30 2.33 0.113
H -8.78 -4.21 3.58 0.122
H -4.50 -4.01 4.60 0.076
H -3.38 -4.79 3.44 0.079
H -4.58 -5.78 4.32 0.077
C 3.35 3.48 -2.79 -0.073
C 3.32 4.27 -4.09 -0.236
O 4.49 4.01 -4.92 -0.267
S 4.54 2.64 -5.70 0.558
C 5.82 3.07 -6.83 -0.124
O 3.31 2.46 -6.41 -0.274
O 5.00 1.60 -4.84 -0.280
H 3.23 2.42 -2.98 0.079
H 2.54 3.81 -2.15 0.078
H 4.29 3.64 -2.27 0.080
H 2.42 4.07 -4.67 0.115
H 3.37 5.34 -3.90 0.122
H 5.47 3.87 -7.47 0.074
H 6.03 2.17 -7.41 0.076
H 6.70 3.36 -6.26 0.074



33
Properties=species:S:1:pos:R:3:lowdin_charge:R:1 method="wB97M-V/def2-TZVPD" orbital_gap_ev=9.6 lumo_ev=-0.2
Hf -4.31 -6.08 -6.07 1.850
B -6.34 -4.72 -6.85 -0.387
H -6.95 -4.12 -7.51 -0.006
H -6.89 -4.99 -5.97 -0.027
H -6.01 -5.64 -7.32 -0.070
H -5.54 -4.08 -6.51 -0.049
B -1.87 -6.36 -5.50 -0.372
H -2.28 -7.33 -5.75 -0.048
H -0.84 -6.39 -5.16 0.005
H -1.93 -5.78 -6.40 -0.041
H -2.56 -5.89 -4.82 -0.068
B -5.30 -5.38 -3.76 -0.386
H -5.98 -6.11 -4.17 -0.040
H -5.37 -4.53 -4.43 -0.057
H -5.58 -5.07 -2.77 -0.004
H -4.28 -5.74 -3.84 -0.066
B -3.83 -7.84 -7.80 -0.383
H -4.65 -7.17 -8.03 -0.051
H -3.71 -8.58 -8.57 0.004
H -2.93 -7.24 -7.71 -0.045
H -3.99 -8.30 -6.84 -0.049
O -6.21 -7.61 -6.17 -0.122
H -6.16 -8.53 -5.92 0.083
H -7.07 -7.53 -6.59 0.100
O -3.27 -3.84 -5.60 -0.101
H -2.38 -3.71 -5.27 0.086
H -3.63 -2.96 -5.67 0.092
O -3.74 -4.99 -8.07 -0.122
H -2.89 -4.58 -8.24 0.096
H -4.15 -5.04 -8.93 0.107
O -4.18 -7.98 -4.47 -0.108
H -4.62 -7.95 -3.62 0.084
H -3.95 -8.90 -4.59 0.094



84
Properties=species:S:1:pos:R:3:mulliken_spin:R:1 method="wB97M-V/def2-TZVPD" orbital_gap_ev="7.2 / 6.1" total_charge=+1 lumo_ev="-3.3 / -5.2" relative_energy_ev=2.9481 multiplicity=3
Ni -0.02 -1.29 -1.60 0.884
P 2.20 -1.53 -1.39 0.073
C 2.49 -1.99 -3.08 0.565
C 1.33 -2.18 -3.87 -0.052
N 0.12 -1.88 -3.28 0.137
C -1.08 -2.08 -3.83 -0.040
C -1.19 -2.90 -4.94 0.162
C 0.00 -3.18 -5.64 -0.070
C 1.23 -2.66 -5.21 0.186
C -2.34 -1.55 -3.20 -0.010
P -1.93 -0.04 -2.32 -0.001
H 2.20 -2.85 -5.65 0.004
H -2.14 -3.22 -5.35 0.006
H 0.01 -3.77 -6.54 -0.002
H -3.15 -1.33 -3.90 -0.005
H -2.78 -2.27 -2.50 0.011
H 3.79 1.33 -4.28 0.000
H 3.39 -1.74 -3.59 0.002
H 0.91 2.85 -2.97 -0.001
O 4.05 2.05 -4.84 0.000
H 3.33 2.39 -5.38 0.000
H -0.42 0.26 -1.84 -0.001
O 0.23 3.32 -2.54 0.001
H 0.38 2.84 -1.64 0.001
C -2.27 1.25 -3.55 0.017
H -3.22 0.97 -4.04 0.003
H -2.26 2.21 -3.02 -0.002
H -1.39 1.25 -4.20 0.000
C -3.21 0.19 -1.06 0.010
H -2.84 0.70 -0.16 -0.004
H -4.03 0.78 -1.49 0.000
H -3.64 -0.78 -0.77 0.001
C 2.51 -3.12 -0.51 0.050
H 3.59 -3.28 -0.65 -0.001
H 2.22 -3.18 0.56 0.004
H 1.93 -3.84 -1.10 0.006
C 3.28 -0.20 -0.69 0.029
H 2.86 0.29 0.22 0.001
H 4.28 -0.60 -0.43 0.005
H 3.39 0.63 -1.43 -0.002
C 1.73 -1.85 2.73 0.002
C 0.20 -2.05 2.77 -0.001
C -0.20 -3.11 1.73 0.007
C -0.15 -2.56 4.14 0.000
O -0.62 -0.80 2.70 -0.001
Si -0.24 0.48 1.67 0.031
O 0.09 -0.21 0.25 -0.027
O -1.61 1.43 1.73 0.014
C -2.66 1.42 2.74 0.001
C -3.43 0.09 2.68 0.000
C -1.94 1.52 4.10 0.000
C -3.56 2.66 2.45 0.000
O 1.07 1.27 2.38 0.003
C 1.52 2.63 2.01 0.000
C 1.28 3.04 0.54 -0.005
C 0.80 3.58 2.95 0.000
C 3.02 2.63 2.31 0.000
H 2.29 -2.79 2.96 -0.001
H 2.02 -1.12 3.48 0.000
H 2.09 -1.47 1.77 0.001
H 0.30 -4.10 1.88 0.000
H -1.28 -3.26 1.81 0.000
H -0.01 -2.77 0.71 0.007
H 0.14 -1.83 4.90 0.000
H -1.23 -2.68 4.22 0.000
H 0.34 -3.52 4.36 0.000
H -2.78 -0.78 2.90 0.000
H -4.22 0.17 3.43 0.000
H -3.88 -0.02 1.69 0.000
H -1.33 2.44 4.16 0.000
H -2.74 1.59 4.84 0.000
H -1.32 0.63 4.35 0.000
H -2.87 3.55 2.49 0.000
H -3.96 2.50 1.41 0.000
H -4.33 2.63 3.26 0.000
H 0.19 3.08 0.31 0.000
H 1.71 4.06 0.31 0.000
H 1.72 2.31 -0.17 0.001
H 0.96 3.22 3.98 0.000
H 1.26 4.57 2.84 0.000
H -0.28 3.66 2.74 0.000
H 3.13 2.30 3.36 0.000
H 3.56 1.93 1.64 0.001
H 3.40 3.67 2.18 0.000



8
Properties=species:S:1:pos:R:3:lowdin_charge:R:1 method="wB97M-V/def2-TZVPD" orbital_gap_ev=7.9 lumo_ev=-0.9 relative_energy_ev=0.4383
S 2.56 -0.72 -0.21 0.644
C 1.00 -0.52 0.24 -0.779
N 0.19 0.55 0.03 -0.101
C -1.23 0.37 -0.20 -0.656
S -1.85 -1.08 -0.13 0.733
H 0.56 -1.34 0.68 -0.015
H 0.58 1.47 -0.08 0.129
H -1.79 1.26 -0.33 0.046